(1)
Formula: C4H10O2
Source: the Open Molecules 2025 dataset
Level of theory: the ωB97M-V functional and the def2-TZVPD basis

ΔE to the lowest compared entry with this formula, charge and spin (kcal per mole): 142.7
HOMO energy (eV): -7.48
Strongest force on any atom (Eh/bohr): 0.03424
LUMO energy (Eh): -0.1231

Atoms and positions in Å:
C: 0.47075 0.68103 1.19080
C: 0.65255 0.41581 -2.59314
O: -1.57872 -0.63544 2.33200
C: 0.40149 0.70925 -1.29700
C: 1.06593 0.37478 -0.08114
H: 0.74025 1.67417 1.57105
H: -0.60237 0.78284 0.98060
H: 0.55099 -0.06672 2.00141
H: 1.54467 -0.15684 -2.81358
H: -0.13419 0.72543 -3.26271
H: -2.02204 -1.22625 2.96837
H: -0.52223 1.26180 -1.13191
H: 2.10229 0.03525 -0.08732
H: -0.30563 -1.16817 -0.34058
H: -1.38598 -1.59569 0.71893
O: -0.97776 -1.81125 -0.15576

(2)
Formula: C4H10O2
Source: the Open Molecules 2025 dataset
Level of theory: the ωB97M-V functional and the def2-TZVPD basis

ΔE to the lowest compared entry with this formula, charge and spin (kcal per mole): 80.2
HOMO energy (eV): -9.03
SMILES: [H][H].C=COC.C=O
Strongest force on any atom (Eh/bohr): 0.01082
LUMO energy (Eh): 0.0370

Atoms and positions in Å:
C: -0.57412 1.93461 -1.27064
O: 0.51909 1.22036 -0.72334
C: 0.38658 0.85185 0.57194
C: 1.33952 0.17877 1.21259
C: 0.63747 -2.36140 0.07429
O: -0.47094 -2.75295 0.34601
H: -0.85627 2.77819 -0.62921
H: -0.24341 2.31367 -2.23877
H: -1.44603 1.28493 -1.41559
H: -2.10469 -0.42874 -0.08016
H: -0.55142 1.13070 1.05420
H: 2.26872 -0.07637 0.71104
H: 1.19509 -0.12091 2.24347
H: 0.84230 -1.74057 -0.81874
H: 1.51460 -2.61953 0.70142
H: -1.78458 -1.10209 -0.04472

(3)
Formula: C4H10O2
Source: the Open Molecules 2025 dataset
Level of theory: the ωB97M-V functional and the def2-TZVPD basis

ΔE to the lowest compared entry with this formula, charge and spin (kcal per mole): 29.2
HOMO energy (eV): -10.05
SMILES: C[C@H](O)CCO
Strongest force on any atom (Eh/bohr): 0.04382
LUMO energy (Eh): 0.0325

Atoms and positions in Å:
C: -2.19088 -0.76989 -0.09115
C: -1.01481 -0.01490 0.34034
C: 0.28792 -0.68056 -0.12949
C: 1.41959 0.37336 0.14509
H: -2.00040 -1.78880 0.18828
H: -3.13324 -0.47614 0.47966
H: -2.26589 -0.57387 -1.17363
H: -0.96888 0.02639 1.47046
H: -1.79193 1.80118 0.06542
H: 0.12346 -0.91376 -1.23206
H: 0.37074 -1.61661 0.51134
H: 1.33096 1.30512 -0.47233
H: 1.32161 0.63253 1.21430
H: 3.40809 0.15751 0.15650
O: -1.02182 1.33002 -0.21897
O: 2.59615 -0.33021 -0.13062

(4)
Formula: C4H10O2
Source: the Open Molecules 2025 dataset
Level of theory: the ωB97M-V functional and the def2-TZVPD basis

ΔE to the lowest compared entry with this formula, charge and spin (kcal per mole): 88.1
HOMO energy (eV): -8.96
SMILES: [H][H].C=COC.C=O
Strongest force on any atom (Eh/bohr): 0.01254
LUMO energy (Eh): 0.0339

Atoms and positions in Å:
C: 1.92985 0.62593 -1.33198
O: 0.63727 0.04685 -1.31914
C: 0.39275 -0.82894 -0.32241
C: -0.81414 -1.36041 -0.13399
C: -2.17416 0.46837 0.98664
O: -1.61808 0.93782 1.95150
H: 2.70974 -0.14065 -1.24438
H: 2.03302 1.13025 -2.29407
H: 2.04555 1.35651 -0.52144
H: 0.90860 0.65746 1.39703
H: 1.24476 -1.09049 0.30457
H: -1.60305 -1.18103 -0.85547
H: -0.98759 -2.04463 0.68661
H: -2.10628 0.92174 -0.01850
H: -2.84791 -0.40336 1.07249
H: 0.24968 0.90461 1.64254

(5)
Formula: C4H10O2
Source: the Open Molecules 2025 dataset
Level of theory: the ωB97M-V functional and the def2-TZVPD basis

ΔE to the lowest compared entry with this formula, charge and spin (kcal per mole): 96.0
HOMO energy (eV): -8.86
SMILES: CCOCOC
Strongest force on any atom (Eh/bohr): 0.14367
LUMO energy (Eh): 0.0315

Atoms and positions in Å:
C: 0.52287 -0.61013 -0.20309
C: -1.44568 0.18221 0.29145
C: 2.41815 1.01073 -1.07900
C: -2.08994 -0.75868 1.27755
O: 0.23740 0.33267 0.68061
O: 2.13592 -0.10742 -0.29190
H: 0.65127 -1.61666 0.20804
H: 0.20941 -0.59193 -1.25668
H: -1.68401 1.22883 0.46537
H: -1.70690 -0.03371 -0.74836
H: 3.38238 0.85035 -1.57611
H: 2.48374 1.91763 -0.46468
H: 1.67845 1.17956 -1.87917
H: -1.80153 -1.79252 1.08798
H: -3.17699 -0.69103 1.19071
H: -1.81455 -0.49991 2.29727

(6)
Formula: C4H10O2
Source: the Open Molecules 2025 dataset
Level of theory: the ωB97M-V functional and the def2-TZVPD basis

ΔE to the lowest compared entry with this formula, charge and spin (kcal per mole): 43.7
HOMO energy (eV): -9.39
SMILES: C=CO.CCO
Strongest force on any atom (Eh/bohr): 0.02858
LUMO energy (Eh): 0.0304

Atoms and positions in Å:
C: 0.44405 2.33393 0.24526
O: -0.97668 2.24858 0.09443
C: 1.14760 1.19880 -0.47032
H: 0.72994 3.23658 -0.27330
H: 0.65209 2.35112 1.31193
H: -1.35568 1.53501 0.63588
H: 2.22478 1.31658 -0.48585
H: 1.01445 0.19451 -0.09849
H: 0.84113 1.07015 -1.51806
C: -0.96731 -1.65486 0.71556
C: -0.36208 -2.03834 -0.38159
O: -0.33459 -3.31927 -0.83872
H: -0.87548 -0.69184 1.18240
H: -1.51116 -2.41716 1.26845
H: 0.26508 -1.45585 -1.02221
H: -0.93613 -3.90792 -0.36537